Arrangement 1

The following is a quantum chemistry calculation of a structure of composition C36H67BHgN7O4P2S, from the OMol25 dataset.

The geometry in XYZ format:
```
119
Properties=species:S:1:pos:R:3:lowdin_spin:R:1
Hg -0.1743 -0.3673 0.2349 0.000
S -0.5533 -2.9152 0.4712 0.011
P -0.2081 0.4327 -3.2107 0.000
P -0.0938 1.8583 2.5330 0.000
O -2.0345 -1.0707 2.9413 0.000
O -2.9179 -0.7015 -0.2495 0.000
O 2.1654 -0.8018 2.0803 0.001
O -3.7012 -0.1742 4.1024 0.000
N -4.0193 -2.4529 -1.1965 0.000
N -2.7850 -3.5744 3.5280 0.000
N 1.4010 -4.6066 -0.1195 0.176
N 1.7807 -2.3861 -0.7501 0.081
N 1.8130 2.1189 0.5401 0.000
N 1.8893 1.1816 -1.5550 0.000
N 2.2681 -2.9240 2.9008 0.000
C 3.0092 -2.7773 -1.2708 0.308
C -1.3602 3.1281 1.9378 0.000
C 2.9476 2.0868 -1.4354 0.000
C -1.5041 -1.0022 -5.2314 0.000
C -0.4002 2.0612 -4.1357 0.000
C 0.9905 -1.1065 -5.3892 0.000
C 3.3857 -4.1145 -1.3116 0.036
C 1.3577 1.0446 4.6816 0.000
C 1.6049 0.4629 -2.7877 0.000
C -3.7848 -2.5365 3.7498 0.000
C -3.1831 -1.1424 3.6222 0.000
C -1.4780 4.4193 2.7437 0.000
C 2.9521 -4.1976 2.8913 0.001
C -1.9109 2.3167 -4.2470 0.000
C 0.7396 3.4524 4.8610 0.000
C 3.9667 2.4136 -2.3131 0.000
C 0.2572 2.0851 4.3662 0.000
C -0.2068 -2.2479 -3.5226 0.000
C -1.0187 1.6766 5.1142 0.000
C -2.7120 2.3922 1.9523 0.000
C 0.1962 3.1642 -3.2504 0.000
C -4.1852 -1.8014 -2.4802 0.000
C 2.6980 -1.8920 2.1436 0.002
C -0.2004 -1.0045 -4.4309 0.000
C 1.5062 2.5517 1.8859 0.000
C 4.9234 3.3410 -1.8999 0.000
C 1.0157 -3.2768 -0.2128 0.061
C 3.8395 3.5893 0.2516 0.000
C 1.0799 -2.8010 3.7196 0.001
C 2.8915 2.6660 -0.1533 0.000
C -1.0486 3.4896 0.4800 0.000
C -3.3797 -1.8265 -0.1912 0.000
C 0.2471 2.1487 -5.5172 0.000
C 4.8582 3.9232 -0.6396 0.000
C 2.5589 -5.0568 -0.7657 0.274
C -4.4899 -3.8121 -1.0589 0.000
B 1.2023 1.1484 -0.2980 0.000
H 0.6592 -1.8079 3.5750 0.000
H -0.3360 -3.1478 -4.1344 0.000
H 5.7346 3.6003 -2.5680 0.000
H -0.1563 4.1353 -3.6119 0.000
H 0.7234 -2.3549 -2.9620 0.001
H 2.1595 0.9237 -3.6058 0.000
H 1.9385 -0.5721 -2.6913 0.001
H -4.2310 -4.1893 -0.0702 0.000
H -0.8277 1.6673 6.1919 0.000
H 0.9576 -0.3485 -6.1686 0.000
H -0.0610 4.1857 4.9126 0.000
H -0.1196 4.0523 0.3704 0.000
H 2.2362 -5.0030 2.7135 0.001
H 1.2866 3.1724 -3.2843 0.000
H -2.3745 -0.9583 -4.5732 0.000
H 2.7392 -6.1197 -0.7627 0.019
H -1.8637 4.1100 0.0930 0.000
H 1.3301 -2.9398 4.7750 0.000
H -3.7841 -2.4352 -3.2740 0.000
H 1.3018 1.8672 -5.4900 0.000
H -3.3168 -2.4481 0.7159 0.000
H 1.9481 -1.0296 -4.8727 0.000
H -4.2986 -2.5741 4.7106 0.000
H -1.3451 0.6762 4.8126 0.000
H -2.0893 3.2923 -4.7113 0.000
H 4.0362 1.9540 -3.2911 0.000
H 4.3111 -4.4137 -1.7843 -0.006
H 2.3547 1.4829 4.6090 0.000
H -3.2031 -4.4614 3.2868 0.000
H -2.2136 -3.7168 4.3513 0.000
H 1.5406 3.8577 4.2391 0.000
H -0.1096 3.0655 -2.2055 0.000
H -2.6572 1.4540 1.3954 0.000
H 0.9671 -2.0849 -5.8817 0.000
H 3.6892 -4.2145 2.0895 0.001
H -0.2595 1.5250 -6.2529 0.000
H -2.3742 2.3176 -3.2579 0.000
H -1.8484 4.2371 3.7524 0.000
H 0.3402 -3.5460 3.4153 0.000
H -1.5609 -0.1670 -5.9288 0.000
H 1.4873 3.6465 1.9151 0.000
H -0.9880 2.5960 -0.1447 0.000
H 2.2977 2.2178 2.5615 0.000
H -3.6462 -0.8573 -2.4585 0.000
H -4.5445 -2.6151 2.9690 0.000
H -1.0211 -2.2051 -2.7940 0.000
H 1.3274 0.1885 4.0020 0.000
H -1.8471 2.3620 4.9247 0.000
H -4.0165 -4.4555 -1.8041 0.000
H 3.8028 4.0320 1.2388 0.000
H 1.1412 3.3358 5.8736 0.000
H -1.7912 -1.9685 2.6380 0.000
H 0.1942 3.1834 -5.8723 0.000
H -1.5683 -1.9248 -5.8182 0.000
H -0.5277 4.9536 2.8082 0.000
H -3.0375 2.1486 2.9669 0.000
H -5.2416 -1.6096 -2.6824 0.000
H 0.6760 -5.2600 0.1243 0.006
H 5.6135 4.6387 -0.3412 0.000
H 3.6061 -2.1341 1.5704 0.003
H -2.4144 1.5610 -4.8509 0.000
H 3.6399 -1.9868 -1.6540 0.020
H -2.1963 5.0808 2.2470 0.000
H -5.5730 -3.8676 -1.1901 0.000
H 3.4566 -4.3848 3.8434 0.000
H 1.2311 0.6786 5.7047 0.000
H -3.4801 3.0196 1.4875 0.000
```

## Properties
HOMO-LUMO gap (alpha / beta), eV: 5.825 / 7.259
2S+1: 2
LUMO (alpha / beta), eV: 0.2 / 0.2


Arrangement 2

The following is a quantum chemistry calculation of a structure of composition C36H67BHgN7O4P2S, from the OMol25 dataset.

The geometry in XYZ format:
```
119
Properties=species:S:1:pos:R:3:lowdin_spin:R:1
Hg -0.3401 -0.2396 -0.2505 0.002
S -1.8646 -1.7301 -1.4434 0.011
P -1.3342 1.9074 2.2633 0.000
P 2.1588 -0.7762 -1.9540 0.000
O -0.6828 1.9893 -1.6660 0.001
O 0.2011 -2.2212 2.1127 0.000
O -5.0082 1.6228 -0.5435 0.000
O -3.6805 0.1081 0.4058 0.001
N -1.6092 -2.9870 3.2513 0.000
N 1.3059 1.0456 2.2426 0.000
N -3.4737 -0.4916 -3.1584 0.184
N -1.2262 -0.6380 -3.8144 0.060
N -5.2304 -1.9155 -0.0763 0.000
N 2.6733 0.2845 0.5707 0.000
N -1.8452 3.6215 -2.7242 0.000
C 2.4955 1.6221 -3.1245 0.000
C -1.0539 3.7539 2.0449 0.000
C -3.8089 0.2961 -4.2667 0.262
C 4.3608 0.0482 -3.6961 0.000
C -2.1774 -3.3526 4.5260 0.000
C -0.6653 4.2762 -3.2404 0.000
C -1.5534 0.0313 -4.9774 0.315
C 3.1644 1.7178 3.8156 0.000
C -2.3691 -3.2735 2.0540 0.000
C 4.5518 1.7780 3.9342 0.000
C 1.5836 -3.2466 -3.0455 0.000
C -2.8391 0.5183 -5.2019 0.033
C 2.5434 -2.6092 -2.0334 0.000
C 3.4645 0.7604 1.6117 0.000
C 2.1702 -3.1334 -0.6387 0.000
C -0.3581 -2.4918 3.1528 0.000
C 2.0798 -0.2764 -4.6713 0.000
C 3.9788 -3.0074 -2.3670 0.000
C 4.8409 0.8196 1.7324 0.000
C 2.6270 1.2155 2.6431 0.000
C -1.7391 2.4940 -2.0092 0.000
C -2.5482 1.6099 3.6801 0.000
C -3.1375 4.1283 -3.1267 0.002
C -2.1710 4.2724 1.1306 0.000
C 0.2735 3.8950 1.2861 0.000
C 5.3773 1.3383 2.9094 0.000
C -4.8191 0.4949 -0.1618 0.000
C -2.1409 -0.8435 -2.9428 0.082
C 0.2275 1.4036 3.1342 0.000
C -2.7313 0.0807 3.7198 0.000
C -2.1561 2.0761 5.0851 0.000
C -3.8905 2.2366 3.2933 0.000
C 2.8582 0.1561 -3.4255 0.000
C -0.9995 4.6025 3.3131 0.000
C 3.3294 -0.2141 -0.6223 0.000
C -5.8449 -0.6131 -0.3049 0.000
B 1.2942 0.4360 0.9419 0.001
H -0.0159 0.5549 3.7816 0.000
H -3.9151 3.6710 -2.5177 0.001
H -1.1480 1.7699 5.3612 0.000
H -1.5596 -2.9542 5.3296 0.000
H 0.1122 -2.3181 4.1354 0.000
H 0.3193 3.2304 0.4212 0.000
H 2.2305 -4.2251 -0.6436 0.000
H -2.1920 3.7158 0.1932 0.000
H 1.1349 3.6895 1.9226 0.000
H 1.1532 -2.8577 -0.3596 0.000
H -0.3477 4.1743 4.0753 0.000
H -3.3399 3.9102 -4.1778 0.000
H -5.9258 -2.6408 0.0336 0.000
H -3.1567 4.1883 1.5848 0.000
H 6.4507 1.3919 3.0263 0.000
H -1.9946 5.3265 0.9005 0.000
H 3.1456 2.0598 -2.3660 0.000
H -3.0749 1.0696 -6.1010 -0.006
H 5.4880 0.4700 0.9406 0.000
H 1.5829 -4.3314 -2.9113 0.000
H -4.6202 -2.1839 -0.8455 0.001
H 2.3912 -1.2618 -5.0160 0.000
H 3.9653 0.5784 -1.0231 0.000
H 0.5603 2.2167 3.7866 0.000
H -2.3305 -4.3357 1.8008 0.000
H -3.7133 -0.8617 0.5337 0.000
H -1.9472 -2.7093 1.2246 0.000
H -4.8291 0.6369 -4.3305 0.017
H 4.7140 -2.4945 -1.7465 0.000
H 0.2121 3.8390 -2.7696 0.000
H -4.0389 -0.4031 -2.3239 0.008
H -4.1688 1.9901 2.2682 0.000
H 2.8355 -2.7662 0.1429 0.000
H 4.0000 -1.0347 -0.3453 0.000
H 4.2170 -2.8088 -3.4106 0.000
H -1.8946 -0.4127 4.2145 0.000
H -3.4101 -2.9804 2.2017 0.000
H -1.9891 4.7427 3.7472 0.000
H -0.6066 5.5929 3.0695 0.000
H -2.7108 2.0907 -1.6913 0.000
H -0.5912 4.1437 -4.3227 0.000
H 4.9887 2.1697 4.8426 0.000
H 4.6650 0.8557 -4.3677 0.000
H -4.6754 1.8681 3.9598 0.000
H -3.8657 3.3218 3.3855 0.000
H -3.6352 -0.1611 4.2850 0.000
H -2.2422 -4.4381 4.6415 0.000
H -6.5971 -0.4232 0.4656 0.000
H 4.9646 0.1333 -2.7938 0.000
H -6.3406 -0.4868 -1.2741 0.000
H 2.5348 2.0493 4.6297 0.000
H -2.8395 1.6281 5.8128 0.000
H 0.5635 -2.8858 -2.9073 0.000
H -2.2277 3.1556 5.1966 0.000
H 1.0082 -0.3092 -4.4694 0.000
H -0.7582 0.1608 -5.6954 0.022
H -2.8285 -0.3435 2.7180 0.000
H 2.2672 0.4307 -5.4844 0.000
H -3.1815 -2.9341 4.6224 0.000
H 2.6107 2.2120 -4.0377 0.000
H 1.4624 1.7172 -2.7811 0.000
H 0.3615 4.9244 0.9262 0.000
H 4.6158 -0.8913 -4.1827 0.000
H 4.1049 -4.0806 -2.2009 0.000
H 1.8810 -3.0419 -4.0725 0.000
H -3.1685 5.2096 -2.9813 0.000
H -0.7086 5.3433 -3.0163 0.000
```

## Properties
HOMO-LUMO gap (alpha / beta), eV: 6.004 / 7.482
2S+1: 2
LUMO (alpha / beta), eV: 0.4 / 0.4


Here are the energies relative to the best structure, in kJ/mol: arrangement 1 11.2; arrangement 2 0.0.


Arrangement 1

The following is a quantum chemistry calculation of the molecule C10H8N2, from the OMol25 dataset.

The geometry in XYZ format:
```
20
Properties=species:S:1:pos:R:3:mulliken_charge:R:1
N -1.3901 -1.1625 0.6706 -0.545
N 1.3947 -1.2097 -0.6232 -0.523
C -1.5352 0.7736 -0.6910 -0.098
C -2.6669 -1.1976 0.7052 -0.153
C 3.4105 -0.1918 -0.0654 -0.145
C 0.7110 -0.1954 -0.0617 0.320
C -2.8794 0.8079 -0.6163 -0.291
C 2.8129 0.8233 0.6669 -0.277
C 2.6827 -1.1511 -0.6981 -0.148
C -0.7368 -0.2219 -0.0137 0.449
C -3.4744 -0.2267 -0.0342 -0.402
C 1.3839 0.8158 0.6104 -0.257
H -3.3894 1.6246 -1.3682 0.228
H -4.5514 -0.2161 -0.0350 0.347
H 0.9893 1.6150 1.4044 0.187
H 3.4770 1.6920 1.3526 0.204
H 4.6553 -0.3385 -0.2192 0.135
H -3.1959 -1.8863 1.3512 0.405
H -0.9354 1.7581 -1.1132 0.171
H 3.2378 -1.9126 -1.2221 0.392
```

## Properties
Structure (SMILES): c1ccc(-c2ccccn2)nc1
HOMO-LUMO gap, eV: 9.808
2S+1: 1
LUMO, eV: 0.7


Arrangement 2

The following is a quantum chemistry calculation of the molecule C10H8N2, from the OMol25 dataset.

The geometry in XYZ format:
```
20
Properties=species:S:1:pos:R:3:mulliken_charge:R:1
N 0.8028 -0.6136 1.0512 -0.766
N 3.3371 -1.4487 -0.9655 -0.495
C -2.8230 -0.2642 -0.7939 -0.432
C 2.5989 -0.7441 -0.4535 -0.021
C 2.4202 1.2372 0.9489 -1.556
C -0.4871 0.2121 -0.6792 1.282
C 1.6501 0.1607 0.1731 1.954
C -1.7441 0.3459 -1.3364 -0.830
C 0.7563 0.6900 -0.9208 -1.307
C -2.7311 -1.0336 0.4098 -0.396
C -1.5648 -1.2016 1.0755 -0.588
C -0.3913 -0.5814 0.5542 -0.010
H 1.1096 1.3023 -1.7280 0.465
H -1.8095 0.9257 -2.2451 0.397
H 2.9890 0.7633 1.7442 0.363
H -3.6368 -1.4901 0.7826 0.376
H -1.4908 -1.7821 1.9810 0.444
H 1.7098 1.9347 1.3862 0.389
H -3.7902 -0.1826 -1.2679 0.377
H 3.0950 1.7702 0.2836 0.354
```

## Properties
Structure (SMILES): C[C@]1(C#N)C=c2ccccc2=N1
HOMO-LUMO gap (alpha / beta), eV: 7.677 / 7.676
2S+1: 1
LUMO (alpha / beta), eV: -1.0 / -1.0


Here are the energies relative to the best structure, in kJ/mol: arrangement 1 137.8; arrangement 2 0.0.


Arrangement 1

The following is a quantum chemistry calculation of the molecule C2H4FNO, from the OMol25 dataset.

The geometry in XYZ format:
```
9
Properties=species:S:1:pos:R:3:mulliken_charge:R:1
F -1.4375 -0.6279 -0.6379 -0.223
O 1.9833 -0.4760 -0.6824 -0.506
N -0.2193 -0.3907 -0.0701 0.161
C -0.2738 0.6849 0.8217 -0.743
C 0.8503 -0.7610 -0.9117 0.115
H 0.2825 -1.3806 -1.6280 0.344
H 0.3527 0.4665 1.6604 0.274
H -0.0547 1.6721 0.4059 0.277
H -1.4834 0.8126 1.0421 0.301
```

## Properties
Structure (SMILES): CN(F)C=O
HOMO-LUMO gap, eV: 10.771
2S+1: 1
LUMO, eV: 0.9


Arrangement 2

The following is a quantum chemistry calculation of a cluster of 2 separate species, C2H4FNO in total, from the OMol25 dataset.

The geometry in XYZ format:
```
9
Properties=species:S:1:pos:R:3:mulliken_charge:R:1
F 1.3999 -0.6401 1.0537 -0.182
O 0.1478 1.1871 -1.6056 -0.451
N 0.4617 -0.3184 0.1191 0.146
C -0.9747 -0.3898 0.4956 -0.799
C 0.8195 0.5765 -0.8419 0.147
H 2.2945 0.8941 -0.7978 0.215
H -1.3739 -1.3712 0.5903 0.288
H -1.3391 0.0137 1.3833 0.316
H -1.4357 0.0481 -0.3967 0.319
```

## Properties
HOMO-LUMO gap, eV: 11.050
2S+1: 1
LUMO, eV: 0.9


Here are the energies relative to the best structure, in kJ/mol: arrangement 1 0.0; arrangement 2 98.4.